84
Properties=species:S:1:pos:R:3:forces:R:3:lowdin_charge:R:1 method="wB97M-V/def2-TZVPD" e_above_lowest_kcal_mol=0.0 lumo_ha=0.1386 multiplicity=1 total_charge=-2 homo_lumo_gap_ev=5.9 e_homo_ev=-2.1
K -0.2882 -0.4528 -0.8935 0.1 0.7 0.2 0.48
C 6.6794 -2.0843 -1.2905 -0.1 0.0 0.0 -0.10
C 5.4797 -2.9879 -1.0093 0.0 -0.1 0.1 -0.29
N 4.2627 -2.5037 -1.6256 0.1 0.3 -0.1 -0.06
C 3.4824 -1.5395 -0.9942 -0.3 0.2 -0.3 -0.92
S 2.5730 -0.5241 -2.0339 0.1 0.0 -0.1 0.46
N 3.5729 -1.5101 0.3091 0.4 -0.3 0.5 -0.04
N 2.6526 -0.7942 0.9952 -0.1 0.2 0.0 0.04
C 3.0100 -0.3340 2.1452 0.3 -0.3 -0.4 -0.30
C 4.4130 -0.4370 2.6923 -0.1 0.0 -0.1 -0.05
C 1.9822 0.3291 2.9666 -0.1 0.1 0.1 -0.25
C 2.2696 0.7344 4.2745 0.0 -0.1 -0.1 -0.04
C 1.3078 1.4128 5.0022 -0.1 0.1 0.0 -0.09
C 0.0767 1.6561 4.4224 0.1 0.0 0.0 -0.07
C -0.1397 1.1722 3.1359 -0.3 0.1 0.0 -0.15
N 0.7717 0.5300 2.4278 0.1 -0.1 -0.2 0.12
H 7.5522 -2.3930 -0.7125 0.1 0.0 0.0 0.06
H 6.4337 -1.0560 -1.0267 0.0 0.0 0.1 0.07
H 6.9449 -2.1042 -2.3488 0.0 0.0 0.0 0.06
H 5.2950 -3.0401 0.0639 0.0 0.0 -0.1 0.09
H 5.6756 -4.0038 -1.3690 0.0 0.0 0.0 0.10
H 4.3337 -2.2879 -2.6130 -0.1 -0.1 0.1 0.08
H 5.0737 -0.7811 1.9016 0.0 0.0 0.0 0.05
H 4.4730 -1.1433 3.5256 0.0 0.0 0.0 0.08
H 4.7615 0.5334 3.0498 0.0 0.0 0.0 0.07
H 3.2280 0.5108 4.7175 0.1 0.1 0.0 0.09
H 1.5298 1.7628 6.0028 0.0 0.0 0.0 0.10
H -0.6925 2.2231 4.9218 -0.1 0.0 0.0 0.10
H -1.0963 1.3375 2.6512 -0.1 0.1 0.1 0.04
C 2.3448 3.7073 -0.8902 0.1 0.0 -0.1 -0.06
N 1.1745 4.1963 -0.2058 -0.1 -0.1 0.0 -0.14
C 1.0174 4.2291 1.1643 -0.1 0.0 0.2 -0.08
C -0.2524 4.6229 1.3966 0.2 0.0 0.2 -0.09
N -0.8734 4.8392 0.1931 -0.1 0.0 -0.1 -0.01
B -2.4082 5.0906 0.0498 -0.1 0.1 0.0 -0.49
N -3.0994 3.7012 -0.1822 0.1 0.0 0.1 0.00
C -3.3372 3.2318 -1.4535 -0.2 -0.1 -0.2 -0.09
C -3.8094 1.9720 -1.3743 -0.1 0.1 -0.1 -0.07
N -3.8504 1.6575 -0.0298 0.1 0.1 0.1 -0.13
C -4.3488 0.4199 0.5153 0.0 -0.1 0.1 -0.07
C -3.4190 2.7279 0.6976 -0.2 0.0 0.0 -0.76
S -3.3926 2.7725 2.3995 0.1 0.0 0.2 0.49
C 0.0077 4.5781 -0.8019 0.0 0.0 -0.1 -0.78
S -0.2161 4.6959 -2.4754 0.0 0.0 -0.2 0.50
H 3.1609 4.4327 -0.8366 0.0 0.0 0.0 0.08
H 2.0812 3.5487 -1.9347 0.0 0.0 0.1 0.04
H 2.6632 2.7603 -0.4528 0.0 0.0 0.0 0.08
H 1.8071 3.9469 1.8334 0.1 -0.1 0.1 0.10
H -0.7884 4.7514 2.3160 -0.1 0.0 0.1 0.10
H -2.8167 5.6066 1.0598 0.0 0.0 0.1 0.05
H -2.6077 5.7498 -0.9366 -0.1 0.1 0.0 0.05
H -3.1390 3.8509 -2.3057 0.1 0.0 -0.1 0.09
H -4.1057 1.2702 -2.1281 0.0 -0.1 -0.1 0.07
H -5.4270 0.4770 0.6826 0.0 0.0 0.0 0.09
H -3.8637 0.2466 1.4755 0.0 0.0 0.0 0.04
H -4.1258 -0.3906 -0.1786 0.0 0.0 0.0 0.03
S -3.2003 -1.4019 -2.6194 -0.1 0.2 0.0 0.46
C -2.0193 -2.6040 -2.7244 0.0 -0.2 -0.1 -1.19
N -0.8964 -2.6673 -2.0590 0.0 -0.3 0.0 -0.11
C -0.1409 -3.7654 -2.3876 0.0 -0.2 -0.1 -0.33
C 1.0978 -4.0835 -1.8358 0.0 0.0 0.0 -0.03
C 1.7666 -5.2096 -2.2783 0.0 -0.1 0.0 -0.11
C 1.2187 -6.0352 -3.2601 0.0 0.0 0.0 -0.13
C -0.0185 -5.7402 -3.8120 0.0 0.0 0.0 -0.12
C -0.6880 -4.6100 -3.3715 -0.1 0.0 0.0 -0.50
S -2.2198 -3.9657 -3.8706 0.0 0.1 0.1 0.95
H 1.5368 -3.4401 -1.0848 0.0 0.0 0.0 0.09
H 2.7365 -5.4450 -1.8595 0.0 0.0 0.0 0.09
H 1.7629 -6.9072 -3.5995 0.0 0.0 0.0 0.08
H -0.4546 -6.3749 -4.5730 0.0 0.0 0.0 0.09
O -2.1032 -3.5569 0.8300 -0.1 -0.1 0.0 -0.52
S -1.5923 -2.3015 1.4409 -0.1 -0.3 0.1 0.85
C -2.3850 -2.2222 3.0800 0.1 0.0 -0.1 -0.32
C -1.6882 -3.3270 3.8584 0.0 0.0 0.0 -0.25
C -0.2011 -3.0240 3.6856 -0.1 0.0 0.0 -0.22
C 0.0182 -2.7493 2.1940 -0.1 0.1 0.1 -0.29
H -3.4532 -2.3609 2.9238 0.0 0.0 -0.1 0.09
H -2.1941 -1.2351 3.5017 0.0 0.1 0.1 0.09
H -1.9290 -4.2799 3.3806 0.0 0.0 0.1 0.11
H -1.9993 -3.3751 4.9044 0.0 0.1 0.0 0.11
H 0.4319 -3.8384 4.0427 0.0 0.0 0.0 0.11
H 0.0523 -2.1270 4.2557 0.0 0.0 0.1 0.10
H 0.3131 -3.6335 1.6301 0.0 0.0 0.0 0.10
H 0.7225 -1.9444 2.0050 0.1 0.0 -0.1 0.04

=====

70
Properties=species:S:1:pos:R:3:forces:R:3:lowdin_charge:R:1 method="wB97M-V/def2-TZVPD" e_above_lowest_kcal_mol=112.2 lumo_ha=-0.1015 multiplicity=1 homo_lumo_gap_ev=3.5 e_homo_ev=-6.2
C -0.0012 -3.3174 -3.3988 -0.6 0.3 0.1 -0.02
O 0.5796 -2.7097 -2.2117 -1.1 -0.3 1.7 -0.12
C -0.0005 -3.0021 -0.9840 2.5 -2.4 -2.8 -0.07
C 0.9960 -3.4061 0.0607 -0.4 0.5 0.7 -0.16
C 0.4791 -3.6255 1.3481 0.2 -0.2 -0.2 0.00
C 1.0806 -4.5533 2.1756 0.0 -0.1 -0.3 -0.03
C 2.1786 -5.2966 1.7283 0.2 0.4 0.1 -0.26
C 2.5395 -6.5129 2.5379 0.4 -0.3 0.3 -0.05
C 2.8627 -4.8574 0.5797 -0.3 0.0 0.2 -0.01
C 2.2787 -3.9058 -0.2603 -0.6 0.1 -0.1 0.01
H 0.7618 -3.3014 -4.1795 0.0 0.2 0.3 0.10
H -0.2911 -4.3646 -3.2316 0.1 0.3 0.2 0.10
H -0.8845 -2.7408 -3.7326 0.4 -0.2 0.2 0.10
H -0.7094 -3.8482 -1.1049 -0.3 1.0 0.2 0.17
H -0.4271 -3.1212 1.6620 0.0 0.0 0.0 0.12
H 0.6738 -4.7886 3.1545 -0.1 0.1 -0.2 0.12
H 3.2340 -7.1944 2.0281 -0.2 0.3 0.1 0.08
H 2.9867 -6.2464 3.5097 -0.1 0.0 -0.3 0.09
H 1.6235 -7.0785 2.7711 0.3 0.2 -0.1 0.09
H 3.8355 -5.2858 0.3228 -0.4 0.0 0.0 0.12
H 2.7565 -3.6079 -1.1947 -0.2 -0.2 0.3 0.13
C -3.2563 1.7424 -1.1456 -0.2 -0.3 -0.1 0.01
C -2.2966 1.2283 -0.0770 -0.3 0.7 0.5 -0.45
C -3.0669 0.9918 1.2190 -0.1 -0.4 0.1 0.00
C -1.3831 -0.0088 -0.4928 1.4 -0.1 0.3 -0.44
C -1.8246 -1.3988 -0.1730 -1.5 1.4 0.4 0.10
C -1.0983 0.0166 -1.9905 0.0 0.2 -0.6 0.00
O -0.2135 0.1772 0.3125 -2.1 -2.2 0.0 0.06
B -0.1026 1.5863 0.4617 3.3 1.5 -0.9 -0.80
C 0.3961 2.0530 1.9264 -0.1 -0.5 -0.8 -0.09
C -0.2798 3.0845 2.5737 0.3 0.1 1.0 -0.05
C -0.0274 3.3620 3.9238 0.1 -0.1 -0.3 -0.09
C 0.9528 2.6424 4.6152 -0.1 -0.2 -0.2 -0.12
C 1.6674 1.6373 3.9486 -0.1 0.0 -0.3 -0.10
C 1.3733 1.3321 2.6084 0.2 0.5 1.0 -0.05
C 1.0962 1.8248 -0.9378 -1.6 1.6 1.6 -0.20
C 2.4788 2.1129 -0.4427 0.6 0.1 -0.3 -0.09
C 0.4690 2.9621 -1.6763 1.2 0.6 -0.7 -0.22
C 0.4356 2.9815 -3.0819 -0.7 0.0 0.4 -0.06
C -0.3832 3.8914 -3.7575 0.0 0.1 0.0 -0.11
C -1.1002 4.8462 -3.0315 -0.2 -0.1 -0.1 -0.13
C -0.9318 4.9492 -1.6447 0.5 0.0 -0.1 -0.09
C -0.0733 4.0702 -0.9922 0.0 0.2 -0.4 -0.03
O -1.3502 2.2433 0.1876 -1.2 -1.4 -0.6 0.02
H -3.7437 0.9104 -1.6662 -0.1 0.1 0.0 0.09
H -4.0334 2.3316 -0.6441 0.2 0.0 -0.2 0.09
H -2.7530 2.3785 -1.8791 0.0 -0.1 0.1 0.09
H -3.8127 0.2016 1.0821 -0.2 0.0 0.1 0.08
H -2.3949 0.7117 2.0401 -0.1 0.1 -0.2 0.10
H -3.5860 1.9208 1.4910 0.2 -0.3 0.0 0.10
H -2.7116 -1.6686 -0.7533 0.4 -0.7 -0.1 0.13
H -0.8633 -2.0873 -0.5241 -0.3 0.5 0.2 0.08
H -1.9926 -1.5138 0.8969 0.5 -0.6 0.0 0.11
H -1.9305 -0.4499 -2.5306 -0.1 0.2 0.0 0.09
H -0.9638 1.0347 -2.3687 0.0 -0.3 0.1 0.08
H -0.2024 -0.5655 -2.2207 -0.1 0.2 0.1 0.08
H -1.0264 3.6721 2.0454 0.0 -0.2 0.0 0.11
H -0.6149 4.1360 4.4186 0.2 -0.1 0.0 0.09
H 1.1377 2.8439 5.6710 0.0 0.0 -0.3 0.09
H 2.4435 1.0703 4.4674 -0.2 0.2 0.0 0.09
H 1.9153 0.5351 2.0989 -0.1 0.1 0.1 0.10
H 1.1024 0.9226 -1.5426 0.1 0.0 -0.1 0.09
H 2.9150 1.2299 0.0211 0.1 -0.1 0.3 0.07
H 3.1382 2.3728 -1.2807 0.2 0.2 0.1 0.07
H 2.4865 2.9279 0.2829 0.1 0.0 0.0 0.08
H 1.0180 2.2364 -3.6308 -0.3 0.1 0.1 0.11
H -0.4613 3.8366 -4.8482 0.0 0.1 0.4 0.09
H -1.7987 5.5114 -3.5410 0.2 -0.1 0.1 0.09
H -1.4665 5.7063 -1.0610 0.3 -0.2 -0.3 0.10
H 0.1648 4.2310 0.0619 -0.3 -0.3 -0.2 0.12

=====

80
Properties=species:S:1:pos:R:3:forces:R:3:lowdin_charge:R:1 method="wB97M-V/def2-TZVPD" e_above_lowest_kcal_mol=0.8 lumo_ha=0.1362 multiplicity=1 total_charge=-2 homo_lumo_gap_ev=4.3 e_homo_ev=-0.6
Cs -0.9113 -0.1811 -0.4901 -0.1 -0.1 -0.1 0.83
C 1.5182 2.6595 0.6285 0.0 0.0 0.0 -0.22
C 2.0958 2.4800 -0.7774 0.0 0.0 0.0 -0.23
N 1.7176 1.2233 -1.3832 0.0 0.1 0.0 -0.14
C 1.6583 1.1851 -2.8240 0.0 0.0 0.0 -0.22
C 0.4867 1.9520 -3.3899 -0.1 0.0 0.1 -0.27
C 0.5110 2.4206 -4.7004 -0.1 0.1 0.0 -0.03
C -0.5997 3.0868 -5.1909 0.0 0.0 0.1 -0.08
C -1.6960 3.2777 -4.3617 0.1 0.0 -0.1 -0.05
C -1.6406 2.7702 -3.0688 0.0 0.0 0.0 -0.26
C -2.8459 2.9057 -2.1409 0.0 -0.1 0.1 -0.17
N -2.5824 2.6350 -0.7600 0.0 0.0 0.0 -0.09
C -2.0908 3.6931 0.0880 0.0 0.0 0.0 -0.22
C -0.5692 3.8419 0.0991 0.0 0.0 0.0 -0.23
N 0.0691 2.6677 0.6440 0.0 -0.1 0.0 -0.10
N -0.5777 2.1262 -2.6051 0.1 0.0 -0.1 0.12
H 1.9533 3.5828 1.0564 0.0 0.0 0.0 0.11
H 1.8685 1.8402 1.2626 0.0 0.0 0.0 0.08
H 3.1895 2.6198 -0.7145 0.0 0.0 0.0 0.11
H 1.7282 3.2829 -1.4230 0.0 0.0 0.0 0.10
H 2.2296 0.4123 -1.0510 0.0 0.0 0.0 0.03
H 1.5107 0.1351 -3.1113 0.0 0.0 0.0 0.05
H 2.5785 1.5460 -3.3182 0.0 0.0 0.0 0.12
H 1.3857 2.2478 -5.3143 0.0 0.0 0.0 0.11
H -0.6140 3.4574 -6.2097 0.0 0.0 0.0 0.09
H -2.5797 3.8018 -4.7070 0.0 0.0 0.0 0.10
H -3.5900 2.1825 -2.4888 0.0 0.0 0.0 0.13
H -3.2785 3.9098 -2.2991 0.0 0.0 0.0 0.11
H -3.2212 1.9994 -0.3062 0.0 0.0 0.0 0.06
H -2.4209 3.4771 1.1061 0.0 0.0 0.0 0.10
H -2.5178 4.6709 -0.1991 0.0 0.0 0.0 0.11
H -0.3156 4.7631 0.6615 0.0 0.0 0.0 0.11
H -0.2190 3.9905 -0.9242 0.0 0.0 0.0 0.09
H -0.3221 2.4322 1.5487 0.0 0.0 0.0 0.09
Cl -4.6618 -2.7201 5.7995 0.0 0.0 0.0 0.58
C -4.0564 -1.5218 4.6717 0.0 0.0 0.0 -0.69
C -3.2737 -0.4662 5.1628 0.0 0.0 0.0 -0.16
C -2.7804 0.4711 4.3037 0.0 -0.1 0.0 -0.58
Cl -1.8556 1.8018 4.9351 0.0 0.0 0.0 0.67
C -2.9769 0.4309 2.8613 0.0 0.0 0.0 -0.44
O -2.4220 1.2392 2.0961 0.0 0.1 0.0 -0.10
C -3.8666 -0.6316 2.4381 0.0 0.0 0.0 -0.13
C -4.3599 -0.7351 1.0759 0.0 0.0 0.0 -0.25
O -4.1578 0.0153 0.1395 0.0 0.0 0.0 -0.04
C -4.3576 -1.5878 3.3403 0.0 0.0 0.1 -0.10
H -3.0668 -0.3918 6.2224 0.0 0.0 0.0 0.10
H -5.0190 -1.6190 0.9214 0.0 0.0 0.0 0.12
H -4.9949 -2.3831 2.9693 0.0 0.0 0.0 0.10
S -0.5391 -1.5708 -3.6505 0.0 0.0 0.0 0.32
C 0.4330 -3.0319 -3.5428 0.1 0.0 0.0 -0.77
C 0.2359 -4.0310 -4.5128 0.0 0.0 0.0 -0.19
C 0.9541 -5.2165 -4.5464 0.0 0.0 0.0 -0.17
C 1.9263 -5.4488 -3.5827 0.0 0.0 0.0 -0.17
C 2.1480 -4.4816 -2.6124 0.0 0.0 0.0 -0.19
C 1.4335 -3.2774 -2.5518 -0.1 0.1 -0.1 -0.73
S 1.8460 -2.1525 -1.2511 0.0 0.0 0.1 0.44
H -0.5228 -3.8404 -5.2634 0.0 0.0 0.0 0.07
H 0.7556 -5.9520 -5.3207 0.0 0.0 0.0 0.07
H 2.5066 -6.3665 -3.5872 0.0 0.0 0.0 0.07
H 2.9088 -4.6430 -1.8562 0.0 0.0 0.0 0.07
C 4.3883 -1.2564 1.1593 -0.1 0.0 0.0 -0.12
N 3.2706 -1.6833 1.9805 0.1 0.0 0.0 -0.21
C 3.0366 -3.1223 1.9564 0.0 0.0 0.0 -0.08
C 2.7302 -0.8687 2.9081 0.0 0.0 0.0 -0.79
S 3.5238 0.5150 3.4689 0.0 0.0 0.0 0.58
N 1.5052 -1.2341 3.3837 0.0 0.1 0.1 -0.21
C 0.4882 -1.8355 2.5242 0.0 -0.1 0.0 -0.07
C 0.9433 -0.5392 4.5281 0.0 0.0 0.0 -0.12
H 5.3436 -1.4647 1.6549 0.0 0.0 0.0 0.08
H 4.3217 -0.1869 0.9801 0.0 0.0 0.0 0.05
H 4.3125 -1.7883 0.2102 0.0 0.0 0.0 0.05
H 4.0074 -3.6239 2.0261 0.0 0.0 0.0 0.09
H 2.5539 -3.4106 1.0181 0.0 0.0 0.0 0.03
H 2.4365 -3.4196 2.8125 0.0 0.0 0.0 0.08
H 0.1458 -2.7917 2.9303 0.0 0.0 0.0 0.09
H 0.8567 -2.0045 1.5113 0.0 0.1 0.0 0.03
H -0.3772 -1.1657 2.4866 0.0 0.0 0.0 0.06
H 1.7015 -0.3985 5.2936 0.0 0.0 0.0 0.06
H 0.1240 -1.1458 4.9191 0.0 0.0 0.0 0.08
H 0.5433 0.4398 4.2528 0.0 0.0 0.0 0.05